A cluster of 12 separate species, C34H90N2O20 in total, computed with the ωB97M-V functional and the def2-TZVPD basis.

Last column: Mulliken charge in e.
Cartesian coordinates (Å):
O (8.501039, -16.464152, 14.967840)  -0.632
H (8.163092, -17.176707, 14.425353)  0.320
H (8.076776, -16.587065, 15.817031)  0.315
O (14.760272, -14.660506, 14.400832)  -0.637
H (14.442272, -14.172425, 15.160361)  0.319
H (15.353661, -14.054368, 13.957310)  0.316
C (11.072490, -3.349432, 22.628620)  -1.859
C (10.418213, -4.780413, 22.805300)  1.437
C (9.248264, -4.612715, 23.758157)  -1.316
C (8.296192, -5.775437, 23.824138)  -0.660
C (7.809746, -6.097708, 22.440323)  -1.257
C (8.838019, -6.255753, 21.343456)  1.766
N (9.792534, -5.137027, 21.519318)  0.205
O (10.722236, -5.201447, 20.491195)  -0.505
C (9.443515, -7.622457, 21.483612)  -1.758
C (8.107881, -6.110381, 19.947805)  -1.916
C (11.517193, -5.768383, 23.346327)  -1.567
H (11.677920, -3.020993, 23.473417)  0.369
H (10.260204, -2.636547, 22.486904)  0.429
H (11.679881, -3.380163, 21.724060)  0.405
H (9.671613, -4.348103, 24.727104)  0.451
H (8.794389, -3.650024, 23.522976)  0.425
H (7.495469, -5.521308, 24.518673)  0.345
H (8.717986, -6.706811, 24.201934)  0.342
H (7.081123, -5.354952, 22.115467)  0.428
H (7.303553, -7.060625, 22.508531)  0.427
H (10.258459, -7.842037, 20.793861)  0.391
H (9.951864, -7.868763, 22.415821)  0.296
H (8.700244, -8.367481, 21.199704)  0.450
H (7.082892, -6.475193, 20.014133)  0.424
H (7.961270, -5.060957, 19.692260)  0.456
H (8.645099, -6.625185, 19.151257)  0.358
H (11.106182, -6.749209, 23.585380)  0.282
H (12.039649, -5.430287, 24.241225)  0.422
H (12.349198, -5.849792, 22.646867)  0.374
H (10.541911, -4.391491, 20.008444)  0.357
C (10.609409, -14.900198, 21.079636)  -1.472
C (11.129885, -16.348355, 21.413388)  1.522
C (12.187307, -16.203246, 22.506661)  -1.383
C (11.534712, -16.081023, 23.932870)  -0.729
C (10.568582, -17.249982, 24.224899)  -0.930
C (9.478419, -17.471844, 23.080316)  1.323
N (10.112808, -17.292641, 21.740481)  0.242
O (9.273799, -17.524257, 20.692715)  -0.393
C (8.803904, -18.881171, 23.201976)  -1.822
C (8.375160, -16.424787, 23.297809)  -1.718
C (11.951212, -16.850637, 20.198986)  -1.802
H (9.550652, -14.855348, 21.334838)  0.279
H (10.838811, -14.735736, 20.026821)  0.409
H (11.068323, -14.111114, 21.675328)  0.285
H (12.925985, -16.979326, 22.707026)  0.457
H (12.753425, -15.273373, 22.452387)  0.440
H (11.020166, -15.123305, 24.011158)  0.291
H (12.404616, -16.117297, 24.588655)  0.399
H (9.932874, -16.917471, 25.045523)  0.351
H (11.031577, -18.203255, 24.479841)  0.381
H (9.482331, -19.727670, 23.095736)  0.407
H (8.277065, -18.857191, 24.155897)  0.390
H (8.106769, -19.186779, 22.421777)  0.359
H (8.814884, -15.445278, 23.485733)  0.370
H (7.791547, -16.323621, 22.382795)  0.358
H (7.632865, -16.630827, 24.068938)  0.424
H (12.854482, -16.243798, 20.136146)  0.434
H (11.399153, -16.766870, 19.262874)  0.403
H (12.260808, -17.884048, 20.354904)  0.359
H (8.691156, -16.764354, 20.624402)  0.367
C (2.872191, -25.817745, 23.428382)  -0.343
C (3.866049, -24.761583, 23.925379)  -0.459
O (5.164938, -25.275469, 24.092751)  -0.534
O (2.658219, -26.803606, 24.425933)  -0.512
H (3.121581, -26.396196, 22.538821)  0.264
H (1.942388, -25.298978, 23.195093)  0.323
H (3.507144, -24.448544, 24.905842)  0.269
H (3.767698, -23.838412, 23.354245)  0.371
H (5.144787, -25.971233, 24.753896)  0.323
H (1.706488, -26.916187, 24.481755)  0.298
C (15.511790, -16.594259, 29.858655)  -0.285
C (14.230968, -17.431706, 30.140980)  -0.560
O (14.618045, -18.764295, 30.597344)  -0.511
O (16.284744, -17.206210, 28.873858)  -0.508
H (15.927242, -16.407098, 30.848844)  0.250
H (15.245689, -15.616425, 29.457226)  0.271
H (13.615932, -17.523411, 29.245758)  0.333
H (13.558763, -16.912195, 30.823878)  0.384
H (13.767617, -19.152058, 30.816445)  0.300
H (15.977221, -18.065607, 28.576391)  0.328
C (6.064723, -22.420079, 18.133164)  -0.297
C (6.925993, -23.704091, 18.211389)  -0.315
O (7.101669, -24.374106, 16.936139)  -0.535
O (4.694744, -22.726658, 18.123288)  -0.527
H (6.300446, -21.901318, 17.203956)  0.261
H (6.270489, -21.731839, 18.952969)  0.274
H (6.519516, -24.401423, 18.943918)  0.255
H (7.960625, -23.434418, 18.423280)  0.273
H (7.918717, -24.875466, 16.987936)  0.307
H (4.232265, -21.931676, 18.398439)  0.305
C (3.096095, -11.028818, 25.963237)  -0.300
C (3.711040, -12.045478, 24.897348)  -0.496
O (2.867357, -12.775949, 24.061813)  -0.506
O (2.608227, -11.713013, 27.098383)  -0.483
H (2.272820, -10.500966, 25.481899)  0.276
H (3.825390, -10.261573, 26.223180)  0.260
H (4.467442, -12.649785, 25.398122)  0.407
H (4.201788, -11.381218, 24.185990)  0.235
H (2.773193, -13.675241, 24.384307)  0.300
H (3.167428, -12.487792, 27.191126)  0.305
C (3.338165, -15.011596, 18.114947)  -0.270
C (4.605658, -14.135207, 18.313284)  -0.515
O (5.891730, -14.732677, 18.048226)  -0.496
O (3.207293, -15.300858, 16.726738)  -0.509
H (2.413309, -14.576887, 18.494099)  0.362
H (3.448780, -15.964720, 18.632064)  0.210
H (4.525796, -13.687507, 19.303875)  0.320
H (4.628038, -13.200265, 17.753391)  0.296
H (6.156923, -14.397896, 17.188465)  0.301
H (2.285153, -15.187788, 16.484923)  0.298
C (7.459005, -16.017523, 31.576105)  -0.333
C (6.871183, -15.660671, 30.171476)  -0.428
O (5.829237, -14.679186, 30.381559)  -0.502
O (6.417457, -16.384979, 32.600045)  -0.546
H (8.031649, -15.144889, 31.890257)  0.290
H (8.091333, -16.904796, 31.608109)  0.329
H (6.246777, -16.421263, 29.702745)  0.314
H (7.724189, -15.153860, 29.720209)  0.275
H (5.332118, -15.202423, 31.014564)  0.304
H (6.891930, -16.348733, 33.433805)  0.297
C (13.737918, -21.923798, 22.017739)  -0.206
C (13.280981, -22.389775, 20.611102)  -0.473
O (12.792052, -23.701932, 20.593454)  -0.472
O (15.074326, -22.429155, 22.152212)  -0.490
H (13.158946, -22.434280, 22.787343)  0.221
H (13.616563, -20.860949, 22.226854)  0.244
H (13.920972, -21.992403, 19.823318)  0.244
H (12.408041, -21.791389, 20.350323)  0.294
H (13.536326, -24.282518, 20.768304)  0.350
H (14.933212, -23.352932, 21.932374)  0.287
C (11.972311, -10.342998, 13.532545)  -0.299
C (11.854487, -10.825211, 14.902963)  -0.358
O (13.049028, -10.915516, 15.621592)  -0.511
O (12.820678, -9.223980, 13.274884)  -0.532
H (10.964238, -10.164936, 13.158131)  0.325
H (12.363208, -11.136473, 12.895597)  0.232
H (11.415627, -11.822578, 14.930713)  0.279
H (11.183834, -10.124901, 15.400833)  0.249
H (13.474060, -10.059137, 15.534616)  0.305
H (12.298665, -8.521587, 12.880242)  0.311

Cartesian forces, eV/Å:
0.13 0.22 -0.06
-0.06 -0.17 -0.17
-0.09 -0.04 0.27
-0.03 -0.26 -0.09
-0.13 0.16 0.21
0.14 0.15 -0.12
-0.62 -1.12 -0.46
0.84 0.35 0.29
1.02 0.62 1.07
0.31 0.08 0.01
-1.63 -0.15 -0.12
0.21 0.91 0.25
-0.79 0.26 0.13
0.95 -0.06 -0.72
1.14 -1.29 -0.95
0.37 0.12 0.94
-0.23 0.31 -0.34
-0.03 -0.29 0.06
0.08 0.11 -0.11
0.18 0.20 0.17
0.15 -0.46 0.40
-0.75 -0.31 -0.49
-0.29 -0.11 -0.22
0.58 0.21 0.37
-0.12 0.14 0.03
-0.43 0.03 -0.19
0.06 0.53 -0.52
-0.78 0.17 0.40
-0.17 -0.15 0.46
0.10 -0.50 0.10
0.40 0.13 0.04
-0.04 0.08 0.04
0.11 0.03 -0.16
-0.50 0.44 0.27
-0.29 -0.30 -0.44
0.18 0.01 -0.30
-0.06 -0.77 0.24
2.04 1.13 -0.53
-0.93 0.29 2.98
0.23 -0.95 -1.22
-1.26 0.49 -0.96
0.29 0.04 -0.20
0.85 -1.48 2.17
-0.69 -0.45 -0.80
0.59 0.30 -0.31
-0.11 0.51 -0.65
-0.37 0.02 0.04
-0.17 0.20 -0.55
-0.54 0.43 0.06
0.22 -0.13 -0.02
-0.14 -0.56 -1.08
0.04 -0.06 -0.80
-0.02 0.02 0.23
-0.36 0.25 0.53
0.20 -0.40 0.49
0.29 0.15 -0.10
0.61 0.23 0.70
0.10 -0.48 0.05
-0.41 0.99 -0.15
-0.03 0.08 0.13
-0.16 0.02 -0.12
0.31 -0.26 0.23
-0.01 0.09 -0.16
0.01 -0.11 0.00
-0.10 -0.03 0.00
-0.44 0.45 -0.23
-0.15 0.30 -0.29
-1.01 -0.97 0.72
0.55 0.55 -0.73
-0.27 0.01 0.57
0.69 0.59 -0.33
-0.20 0.13 0.05
-0.34 -0.05 0.28
0.89 -0.27 -0.59
-0.23 -0.04 0.05
0.08 -0.25 0.26
-2.41 -0.80 0.05
0.59 0.15 -0.45
-0.55 1.46 -0.24
1.34 0.16 -0.19
1.04 -0.41 -0.17
-0.36 0.14 0.14
0.22 -0.14 -0.47
0.31 -0.01 0.61
0.11 -0.50 0.14
-0.29 -0.05 0.57
0.69 -0.67 -0.68
0.65 0.35 -0.78
-1.01 0.37 0.07
-0.64 -0.32 0.23
0.36 0.06 -0.15
0.42 -0.23 0.25
-0.03 0.10 0.14
-0.19 0.42 0.97
-0.06 0.01 0.04
-0.19 -0.08 -0.07
-0.21 -1.52 -1.40
0.39 2.51 0.39
-0.76 -0.60 0.25
-0.09 0.08 0.01
-0.21 -0.10 0.06
0.42 -0.18 0.06
0.09 -0.23 0.02
0.57 0.08 0.15
-0.17 0.03 0.10
-0.01 -0.07 0.36
1.26 -0.09 -0.74
-0.34 0.81 0.18
-1.02 -0.20 0.55
-0.26 0.04 -0.24
0.27 0.55 0.17
0.30 -0.03 0.28
0.57 -0.71 0.66
-0.84 -0.16 -0.69
0.03 -0.18 -0.04
0.06 -0.07 -0.13
-1.09 -1.08 0.65
-0.80 0.65 2.30
0.73 -0.06 0.22
0.83 0.96 -1.72
-0.16 0.05 0.26
0.39 0.17 -0.74
1.50 -0.81 -0.58
-0.36 -0.54 -1.01
-0.89 0.65 0.44
-0.15 0.01 0.15
0.07 -1.47 -0.82
-2.25 2.90 0.91
0.90 -0.41 -0.24
0.10 0.62 0.37
-0.55 0.01 -0.11
0.69 0.06 -0.43
0.97 -1.07 -0.02
-0.52 0.03 0.27
-0.06 -0.45 -0.16
0.64 -0.20 0.24
0.24 -0.62 -2.98
-0.57 0.38 1.69
0.71 -0.11 0.06
-0.14 0.19 0.81
-0.16 0.15 0.00
0.14 -0.24 -0.04
-0.20 0.10 -0.22
-0.31 -0.03 0.52
0.28 0.13 0.05
0.03 0.02 0.11

Computed properties:
HOMO-LUMO gap   0.30057 Eh
Energy relative to the best compared isomer or geometry (same formula, charge and spin)   3.583 eV
Highest occupied orbital energy   -8.17 eV
Molar mass   847.088 g mol⁻¹
SMILES   CC1(C)CCCC(C)(C)N1O.CC1(C)CCCC(C)(C)N1O.OCCO.OCCO.OCCO.OCCO.OCCO.OCCO.OCCO.OCCO.O.O